DFT (wB97M-V/def2-TZVPD) results for the ion C2H6N3 with charge +1 at a distorted geometry.

Structure (SMILES): CN1NC1=[NH2+]
ΔE to the lowest compared entry with this formula, charge and spin in kcal/mol: 100.6
Net charge: +1
Calculated total energy in eV: -6630.724
LUMO level in eV: -4.44
F_max in eV/A: 7.82
Gap between HOMO and LUMO in eV: 11.15

Structure (XYZ):
```
11
Properties=species:S:1:pos:R:3:lowdin_charge:R:1
C 0.38 0.94 -1.41 0.0001
N -0.12 0.56 -0.11 0.0720
N -1.50 -0.15 0.29 0.2573
C -0.24 -0.32 0.75 -0.3665
N 0.51 -1.35 1.42 0.2121
H 1.27 1.69 -1.17 0.1508
H 0.79 0.04 -1.99 0.1291
H -0.24 1.51 -2.07 0.0892
H -2.13 0.40 0.89 0.1435
H 1.54 -1.32 1.60 0.1518
H -0.25 -1.99 1.80 0.1606
```

***

DFT (wB97M-V/def2-TZVPD) results for a structure of composition C31H60N2O11S.

Calculated total energy in eV: -69449.310
LUMO level in eV: -0.54
F_max in eV/A: 0.61
Gap between HOMO and LUMO in eV: 8.42

Structure (XYZ):
```
105
Properties=species:S:1:pos:R:3:lowdin_charge:R:1
C 4.39 1.60 2.26 0.1180
C 3.35 1.85 1.71 -0.1244
C 2.09 2.14 1.04 -0.1369
C 1.56 3.45 1.57 -0.1138
C 0.62 3.55 2.55 -0.1382
C -0.05 2.29 3.07 -0.1668
O -0.82 1.65 2.08 -0.1961
C -2.03 2.32 1.80 -0.0815
C 0.22 4.80 3.09 -0.0180
C 0.74 5.97 2.64 -0.0051
C 1.69 5.91 1.61 -0.3581
N 2.30 6.95 1.02 -0.2405
S 3.29 6.35 -0.07 1.0126
N 3.02 4.77 0.11 -0.2060
C 2.11 4.66 1.07 -0.3165
H 5.25 1.60 2.87 0.0221
H 2.23 2.19 -0.03 0.1201
H 1.40 1.33 1.26 0.0939
H 0.73 1.59 3.36 0.1179
H -0.64 2.51 3.96 0.1267
H -2.24 2.24 0.74 0.0786
H -2.86 1.88 2.34 0.0907
H -1.98 3.39 2.04 0.0863
H -0.52 4.80 3.88 0.1016
H 0.43 6.92 3.04 0.1147
C -0.28 -3.75 5.28 -0.1121
O -0.61 -2.40 4.98 -0.1876
C 0.46 -1.66 4.43 -0.2007
C 0.34 -1.53 2.93 -0.2063
O 0.47 -2.78 2.27 -0.1835
C -0.76 -3.33 1.85 -0.0988
H -1.20 -4.27 5.52 0.0882
H 0.21 -4.24 4.44 0.0839
H 0.39 -3.79 6.15 0.0878
H 1.42 -2.12 4.69 0.1279
H 0.43 -0.66 4.88 0.1198
H 1.14 -0.88 2.57 0.1192
H -0.62 -1.06 2.67 0.1192
H -1.17 -2.78 1.00 0.0746
H -1.49 -3.34 2.66 0.0859
H -0.57 -4.36 1.54 0.0904
C -3.36 -1.36 -1.04 -0.1102
O -2.35 -2.17 -1.62 -0.1957
C -2.13 -1.89 -2.99 -0.1920
C -0.89 -1.05 -3.20 -0.2028
O -1.04 0.26 -2.66 -0.1810
C -0.41 0.41 -1.40 -0.1059
H -3.32 -1.51 0.04 0.0822
H -3.20 -0.30 -1.25 0.0836
H -4.35 -1.66 -1.40 0.0893
H -3.00 -1.40 -3.44 0.1294
H -1.98 -2.85 -3.50 0.1151
H -0.71 -0.95 -4.27 0.1172
H -0.02 -1.55 -2.76 0.1294
H 0.68 0.43 -1.51 0.0867
H -0.68 -0.40 -0.72 0.0841
H -0.73 1.36 -0.98 0.0797
C 4.56 -2.09 -7.36 -0.1098
O 3.50 -1.58 -8.14 -0.1884
C 2.33 -2.37 -8.10 -0.2069
C 1.28 -1.79 -7.17 -0.2069
O 1.71 -1.82 -5.82 -0.2033
C 2.18 -0.57 -5.34 -0.1100
H 5.33 -1.33 -7.30 0.0891
H 4.23 -2.34 -6.34 0.0833
H 4.99 -2.99 -7.82 0.0886
H 2.57 -3.40 -7.80 0.1251
H 1.91 -2.40 -9.11 0.1259
H 0.37 -2.39 -7.24 0.1191
H 1.04 -0.77 -7.47 0.1280
H 1.34 0.13 -5.20 0.0845
H 2.91 -0.12 -6.02 0.0857
H 2.65 -0.73 -4.38 0.0912
C -0.67 -5.63 -3.50 -0.1066
O -1.57 -5.60 -4.60 -0.1955
C -0.92 -5.59 -5.86 -0.2083
C -0.92 -6.95 -6.51 -0.2063
O -0.14 -7.89 -5.79 -0.1888
C -0.91 -8.76 -4.98 -0.1117
H -1.25 -5.83 -2.60 0.0926
H 0.08 -6.42 -3.62 0.0852
H -0.16 -4.67 -3.40 0.0827
H 0.11 -5.22 -5.76 0.1247
H -1.46 -4.89 -6.50 0.1236
H -0.49 -6.87 -7.51 0.1249
H -1.95 -7.31 -6.62 0.1261
H -1.45 -9.49 -5.60 0.0882
H -1.63 -8.21 -4.36 0.0834
H -0.23 -9.30 -4.33 0.0889
C -2.38 8.35 7.84 -0.1096
O -2.26 7.13 8.54 -0.1885
C -2.72 6.01 7.81 -0.2067
C -1.58 5.21 7.22 -0.2030
O -0.88 5.95 6.23 -0.2112
C 0.34 6.51 6.69 -0.1045
H -1.83 9.11 8.39 0.0894
H -1.95 8.28 6.83 0.0826
H -3.42 8.66 7.76 0.0889
H -3.41 6.32 7.02 0.1264
H -3.27 5.37 8.51 0.1263
H -1.98 4.32 6.75 0.1237
H -0.89 4.90 8.01 0.1276
H 1.09 5.72 6.82 0.0913
H 0.20 7.04 7.63 0.0853
H 0.69 7.20 5.93 0.0856
```

***

DFT (wB97M-V/def2-TZVPD) results for the ion C3H6Cl4N2OP with charge +1 at a distorted geometry.

ΔE to the lowest compared entry with this formula, charge and spin in kcal/mol: 33.6
Net charge: +1
Calculated total energy in eV: -67606.096
LUMO level in eV: -5.20
F_max in eV/A: 2.97
Gap between HOMO and LUMO in eV: 6.47

Structure (XYZ):
```
17
Properties=species:S:1:pos:R:3:lowdin_charge:R:1
C 0.35 -0.45 0.30 -0.2741
C 0.19 0.94 -0.28 -0.1868
C 0.51 1.06 -1.83 -0.4521
N 1.32 -1.31 -0.03 -0.0970
N 1.48 -2.55 0.28 0.0965
O -0.84 -0.88 0.99 -0.2577
P -1.92 -0.13 1.77 -0.2107
Cl 2.03 0.27 -2.48 0.6361
Cl -1.32 1.46 2.96 0.4098
Cl -3.29 0.72 0.53 0.4243
Cl -2.99 -1.41 2.82 0.4972
H -0.84 1.34 -0.28 0.0554
H 0.69 1.66 0.44 0.1320
H -0.34 0.79 -2.38 0.0637
H 0.73 2.09 -1.99 0.0602
H 1.85 -0.77 -0.75 0.0432
H 2.39 -2.83 -0.07 0.0603
```

***

DFT (wB97M-V/def2-TZVPD) results for the molecule CH4IN at a distorted geometry.

Structure (SMILES): CNI
ΔE to the lowest compared entry with this formula, charge and spin in kcal/mol: 12.6
Calculated total energy in eV: -10690.938
LUMO level in eV: -0.49
F_max in eV/A: 3.51
Gap between HOMO and LUMO in eV: 8.35

Structure (XYZ):
```
7
Properties=species:S:1:pos:R:3:lowdin_charge:R:1
C 0.65 0.33 0.13 -0.2012
N -0.50 -0.79 0.14 -0.4870
I -2.46 0.16 -0.08 0.5768
H 0.98 0.57 1.15 0.0607
H 1.46 0.08 -0.57 0.0569
H 0.28 1.26 -0.32 0.0160
H -0.41 -1.60 -0.45 -0.0221
```

***

DFT (wB97M-V/def2-TZVPD) results for the molecule C22H18N2O5.

Structure (SMILES): NC(=O)c1ccc(NC(=O)COC(=O)c2cccc(Oc3ccccc3)c2)cc1
ΔE to the lowest compared entry with this formula, charge and spin in kcal/mol: 15.8
Calculated total energy in eV: -36325.315
LUMO level in eV: 0.03
F_max in eV/A: 0.74
Gap between HOMO and LUMO in eV: 8.86

Structure (XYZ):
```
47
Properties=species:S:1:pos:R:3:lowdin_charge:R:1
N 6.91 2.84 0.08 0.1656
C 5.66 2.85 -0.45 -0.5144
O 5.24 3.80 -1.08 0.0585
C 4.85 1.62 -0.21 -0.1505
C 5.40 0.37 0.01 -0.0219
C 4.60 -0.74 0.22 0.0037
C 3.21 -0.60 0.21 -0.2055
N 2.34 -1.67 0.42 0.1467
C 2.63 -2.96 0.72 -0.4286
O 3.73 -3.43 0.88 0.0848
C 1.37 -3.83 0.88 -0.0493
O 0.17 -3.10 0.68 -0.0234
C -0.67 -3.54 -0.28 -0.4211
O -0.48 -4.53 -0.94 0.1307
C -1.85 -2.65 -0.43 -0.1189
C -2.80 -2.97 -1.40 -0.0127
C -3.90 -2.15 -1.57 -0.0520
C -4.07 -1.02 -0.79 -0.0026
C -3.11 -0.69 0.17 -0.2445
O -3.23 0.38 1.01 0.0398
C -3.92 1.50 0.62 -0.2612
C -3.84 2.03 -0.66 -0.0256
C -4.51 3.20 -0.96 -0.0770
C -5.25 3.86 0.00 -0.0944
C -5.31 3.34 1.29 -0.0802
C -4.66 2.17 1.60 -0.0033
C -2.01 -1.51 0.35 0.0715
C 2.65 0.66 -0.03 -0.0077
C 3.46 1.75 -0.24 -0.0098
H 7.22 2.12 0.70 0.0910
H 7.48 3.66 -0.03 0.1112
H 6.47 0.23 0.00 0.1100
H 5.03 -1.71 0.39 0.1020
H 1.36 -1.44 0.36 0.1362
H 1.37 -4.25 1.89 0.1481
H 1.43 -4.66 0.16 0.1375
H -2.65 -3.85 -2.00 0.1196
H -4.65 -2.40 -2.31 0.1104
H -4.94 -0.40 -0.92 0.1229
H -3.25 1.52 -1.41 0.1219
H -4.44 3.60 -1.96 0.1059
H -5.77 4.77 -0.24 0.1008
H -5.88 3.85 2.05 0.1048
H -4.69 1.75 2.59 0.1190
H -1.29 -1.26 1.12 0.1292
H 1.57 0.77 -0.05 0.1126
H 3.04 2.72 -0.44 0.1203
```

***

Question: Which formula does entry 2 have?
Answer: C31H60N2O11S

***

Question: calculated total energy of number 5 (C22H18N2O5)?
Answer: -36325.315 eV